No. 1
DFT (ωB97M-V/def2-TZVPD) results for one molecule with the formula C21H25N3O5S2.

XYZ file:
```
56
Properties=species:S:1:pos:R:3:nbo_charge:R:1
C 2.44149 3.97055 3.98020 -0.599
C 1.88681 2.67805 3.39549 -0.400
C 2.99944 1.80317 2.82231 -0.399
C 2.46880 0.49949 2.22120 -0.214
N 1.60616 0.74461 1.09657 -0.392
C 2.01492 1.08853 -0.16160 0.219
S 3.69664 1.09020 -0.61824 0.281
C 3.50553 0.11420 -2.15775 -0.606
C 2.84756 -1.19055 -1.74133 0.571
O 3.46113 -2.01260 -1.09579 -0.540
C 1.41138 -1.34443 -2.04682 -0.174
C 0.79947 -0.83144 -3.18128 -0.155
C -0.55691 -1.01793 -3.38907 -0.293
C -1.33208 -1.69348 -2.45944 0.280
O -2.65925 -1.94160 -2.56607 -0.507
C -3.36274 -1.43576 -3.68359 -0.258
C -0.71974 -2.20042 -1.28753 0.325
O -1.56538 -2.81271 -0.41488 -0.510
C -1.04787 -3.24777 0.81897 -0.251
C 0.63786 -2.04546 -1.11170 -0.277
N 1.04008 1.28952 -1.00354 -0.489
C -0.10063 1.04672 -0.29410 0.146
C -1.42639 1.02584 -0.70796 -0.186
C -2.35994 0.65662 0.22875 -0.366
S -4.04923 0.46025 -0.28342 2.305
N -4.21707 -1.18657 -0.03978 -1.081
O -4.95008 1.09853 0.62912 -0.939
O -4.15959 0.79618 -1.68021 -0.961
C -2.04206 0.34169 1.54586 -0.175
C -0.73241 0.37171 1.98071 -0.273
C 0.23704 0.70734 1.04382 0.179
H 1.63786 4.58143 4.38328 0.213
H 2.95767 4.54390 3.21377 0.205
H 3.14616 3.75647 4.78071 0.201
H 1.35603 2.12599 4.17499 0.194
H 1.16710 2.91822 2.60958 0.204
H 3.53700 2.35256 2.04595 0.204
H 3.71215 1.55257 3.60969 0.211
H 3.30898 -0.11249 1.87628 0.234
H 1.90149 -0.06153 2.96702 0.208
H 2.91939 0.70726 -2.85198 0.244
H 4.52083 -0.05164 -2.51484 0.254
H 1.37244 -0.31183 -3.93225 0.214
H -1.00852 -0.61518 -4.28083 0.227
H -4.36733 -1.84727 -3.60384 0.202
H -3.42351 -0.34568 -3.64325 0.210
H -2.91060 -1.76542 -4.62278 0.176
H -0.60565 -2.41688 1.37777 0.181
H -0.30355 -4.03927 0.68626 0.179
H -1.90100 -3.63950 1.36945 0.204
H 1.13848 -2.43867 -0.24079 0.241
H -1.72152 1.26984 -1.71356 0.255
H -5.18595 -1.46156 -0.01385 0.398
H -3.69729 -1.72287 -0.72344 0.420
H -2.84787 0.07005 2.20717 0.241
H -0.47572 0.12907 3.00061 0.223
```

Output
HOMO-LUMO gap: 8.4 eV
Highest occupied orbital energy: -0.3000 hartree
SMILES: CCCCn1c(SCC(=O)c2ccc(OC)c(OC)c2)nc2cc(S(N)(=O)=O)ccc21
Relative energy (zero: lowest compared OMol25 entry of this formula, charge and spin): 1.223 eV
Energy: -2152.0788 Ha
E_LUMO: 0.0069 Ha

***

No. 2
DFT (ωB97M-V/def2-TZVPD) results for one molecule with the formula C21H25N3O7S.

XYZ file:
```
57
Properties=species:S:1:pos:R:3:nbo_charge:R:1
C -8.12740 -0.79671 -1.78047 -0.611
C -6.78208 -1.50332 -1.88125 -0.409
C -5.61591 -0.52598 -1.71410 -0.215
N -5.64150 0.11517 -0.41653 -0.697
C -5.71098 1.55228 -0.32783 -0.220
C -4.51132 2.29386 -0.92922 -0.417
C -4.59386 3.78632 -0.63335 -0.603
S -5.00965 -0.70896 0.87202 2.346
O -5.42079 -0.02593 2.06290 -0.941
O -5.33612 -2.09556 0.71659 -0.945
C -3.22611 -0.55860 0.72716 -0.355
C -2.57256 0.48990 1.34699 -0.180
C -1.20438 0.63605 1.20854 -0.203
C -0.48968 -0.28142 0.43910 0.148
N 0.89272 -0.20014 0.25617 -0.591
C 1.74871 0.77626 0.67119 0.673
O 1.42688 1.78306 1.26023 -0.582
C 3.18298 0.51249 0.30973 -0.171
C 3.72802 -0.76309 0.22528 -0.074
C 5.07569 -0.94198 -0.07884 -0.178
C 5.58741 -2.34168 -0.16284 0.777
O 4.87798 -3.31224 -0.07017 -0.587
O 6.90339 -2.39051 -0.35512 -0.497
C 7.47589 -3.68880 -0.44823 -0.260
C 5.89380 0.15713 -0.30263 -0.146
C 5.34267 1.42693 -0.20476 0.072
N 6.19022 2.58269 -0.43563 0.518
O 7.36830 2.37776 -0.61968 -0.369
O 5.66235 3.66981 -0.43394 -0.362
C 4.00497 1.61668 0.10679 -0.134
C -1.15743 -1.34716 -0.16738 -0.234
C -2.52419 -1.48548 -0.02042 -0.181
H -8.22369 -0.03598 -2.55362 0.193
H -8.22233 -0.32193 -0.80754 0.212
H -8.93916 -1.51011 -1.89709 0.214
H -6.68669 -1.99048 -2.85432 0.197
H -6.70696 -2.26090 -1.10251 0.233
H -5.67728 0.24980 -2.48078 0.203
H -4.66672 -1.05884 -1.84279 0.198
H -6.63181 1.88988 -0.81588 0.198
H -5.78842 1.77258 0.73797 0.235
H -3.58718 1.88748 -0.51419 0.206
H -4.48510 2.13971 -2.01042 0.195
H -3.74480 4.30833 -1.06747 0.214
H -5.50649 4.20814 -1.04820 0.203
H -4.59357 3.96070 0.43964 0.204
H -3.14606 1.17428 1.95173 0.242
H -0.68758 1.44970 1.68872 0.256
H 1.28573 -0.95747 -0.28629 0.404
H 3.14475 -1.65183 0.42098 0.231
H 8.54395 -3.53954 -0.58049 0.202
H 7.27559 -4.25661 0.46230 0.198
H 7.05392 -4.22791 -1.29859 0.197
H 6.93868 0.03735 -0.54375 0.267
H 3.60035 2.61451 0.19665 0.271
H -0.60065 -2.06973 -0.74723 0.212
H -3.05364 -2.31834 -0.45478 0.243
```

Output
HOMO-LUMO gap: 8.0 eV
Highest occupied orbital energy: -0.3312 hartree
SMILES: CCCN(CCC)S(=O)(=O)c1ccc(NC(=O)c2cc(C(=O)OC)cc([N+](=O)[O-])c2)cc1
Relative energy (zero: lowest compared OMol25 entry of this formula, charge and spin): 3.819 eV
Energy: -1904.3032 Ha
E_LUMO: -0.0371 Ha

***

Repeat the first record exactly.
DFT (ωB97M-V/def2-TZVPD) results for one molecule with the formula C21H25N3O5S2.

XYZ file:
```
56
Properties=species:S:1:pos:R:3:nbo_charge:R:1
C 2.44149 3.97055 3.98020 -0.599
C 1.88681 2.67805 3.39549 -0.400
C 2.99944 1.80317 2.82231 -0.399
C 2.46880 0.49949 2.22120 -0.214
N 1.60616 0.74461 1.09657 -0.392
C 2.01492 1.08853 -0.16160 0.219
S 3.69664 1.09020 -0.61824 0.281
C 3.50553 0.11420 -2.15775 -0.606
C 2.84756 -1.19055 -1.74133 0.571
O 3.46113 -2.01260 -1.09579 -0.540
C 1.41138 -1.34443 -2.04682 -0.174
C 0.79947 -0.83144 -3.18128 -0.155
C -0.55691 -1.01793 -3.38907 -0.293
C -1.33208 -1.69348 -2.45944 0.280
O -2.65925 -1.94160 -2.56607 -0.507
C -3.36274 -1.43576 -3.68359 -0.258
C -0.71974 -2.20042 -1.28753 0.325
O -1.56538 -2.81271 -0.41488 -0.510
C -1.04787 -3.24777 0.81897 -0.251
C 0.63786 -2.04546 -1.11170 -0.277
N 1.04008 1.28952 -1.00354 -0.489
C -0.10063 1.04672 -0.29410 0.146
C -1.42639 1.02584 -0.70796 -0.186
C -2.35994 0.65662 0.22875 -0.366
S -4.04923 0.46025 -0.28342 2.305
N -4.21707 -1.18657 -0.03978 -1.081
O -4.95008 1.09853 0.62912 -0.939
O -4.15959 0.79618 -1.68021 -0.961
C -2.04206 0.34169 1.54586 -0.175
C -0.73241 0.37171 1.98071 -0.273
C 0.23704 0.70734 1.04382 0.179
H 1.63786 4.58143 4.38328 0.213
H 2.95767 4.54390 3.21377 0.205
H 3.14616 3.75647 4.78071 0.201
H 1.35603 2.12599 4.17499 0.194
H 1.16710 2.91822 2.60958 0.204
H 3.53700 2.35256 2.04595 0.204
H 3.71215 1.55257 3.60969 0.211
H 3.30898 -0.11249 1.87628 0.234
H 1.90149 -0.06153 2.96702 0.208
H 2.91939 0.70726 -2.85198 0.244
H 4.52083 -0.05164 -2.51484 0.254
H 1.37244 -0.31183 -3.93225 0.214
H -1.00852 -0.61518 -4.28083 0.227
H -4.36733 -1.84727 -3.60384 0.202
H -3.42351 -0.34568 -3.64325 0.210
H -2.91060 -1.76542 -4.62278 0.176
H -0.60565 -2.41688 1.37777 0.181
H -0.30355 -4.03927 0.68626 0.179
H -1.90100 -3.63950 1.36945 0.204
H 1.13848 -2.43867 -0.24079 0.241
H -1.72152 1.26984 -1.71356 0.255
H -5.18595 -1.46156 -0.01385 0.398
H -3.69729 -1.72287 -0.72344 0.420
H -2.84787 0.07005 2.20717 0.241
H -0.47572 0.12907 3.00061 0.223
```

Output
HOMO-LUMO gap: 8.4 eV
Highest occupied orbital energy: -0.3000 hartree
SMILES: CCCCn1c(SCC(=O)c2ccc(OC)c(OC)c2)nc2cc(S(N)(=O)=O)ccc21
Relative energy (zero: lowest compared OMol25 entry of this formula, charge and spin): 1.223 eV
Energy: -2152.0788 Ha
E_LUMO: 0.0069 Ha